ORCA calculation (the ωB97M-V functional and the def2-TZVPD basis) on a molecular structure, C52H57AsCl3LuN7O4P2Si at a distorted geometry.

E_LUMO: -7.2 eV
HOMO-LUMO gap: 5.627 eV
E: -8523.5512 a.u.
charge: +3
ΔE to the lowest compared entry with this formula, charge and spin: 1.2462 eV
HOMO energy: -0.4714 hartree

Structure (XYZ):
```
128
Properties=species:S:1:pos:R:3:forces:R:3:lowdin_charge:R:1
Lu -1.355 0.695 -0.884 1.5 -0.1 1.8 1.2265
C -7.481 -8.074 8.329 -0.1 0.0 0.1 -0.0470
O -6.216 -8.258 7.703 0.0 -0.2 0.1 -0.0475
C -5.738 -7.297 6.915 0.1 0.3 -0.2 -0.2715
C -6.376 -6.079 6.662 -0.2 -0.1 0.2 0.0080
C -5.795 -5.162 5.814 0.3 0.1 -0.2 -0.0066
C -4.564 -5.418 5.200 -0.2 -0.3 0.3 -0.1666
C -3.925 -6.637 5.471 0.0 0.2 -0.1 -0.0207
C -4.499 -7.557 6.312 0.0 -0.2 0.1 0.0199
C -4.000 -4.422 4.320 0.0 0.4 -0.2 -0.2233
N -4.575 -3.268 4.011 -0.2 -0.1 0.1 0.1943
C -3.727 -2.645 3.164 0.5 -0.4 -0.1 -0.1741
C -2.591 -3.414 2.936 -0.5 0.4 0.0 -0.1258
N -2.785 -4.542 3.687 0.0 -0.2 0.1 0.1958
C -1.542 -2.983 2.095 0.2 0.1 -0.1 -0.0539
C -0.357 -3.704 1.858 0.0 0.1 0.0 0.0390
C 0.615 -3.159 1.062 0.0 0.0 0.1 -0.0138
C 0.386 -1.914 0.479 0.1 0.1 0.0 -0.1464
N -0.732 -1.221 0.639 -0.1 0.1 -0.2 -0.0150
C -1.689 -1.719 1.459 0.1 -0.2 0.1 -0.1495
C -2.855 -0.906 1.697 -0.3 0.0 0.1 -0.1651
N -2.930 0.313 1.094 0.2 0.0 -0.2 -0.0275
C -4.012 1.041 1.328 0.1 0.2 -0.1 -0.1981
C -5.080 0.643 2.130 0.0 -0.1 0.1 -0.0129
C -5.020 -0.581 2.745 0.0 0.1 0.0 0.0519
C -3.883 -1.373 2.544 0.2 0.0 -0.1 -0.0554
H -7.671 -8.985 8.885 0.0 0.0 0.0 0.1008
H -8.269 -7.930 7.588 0.0 0.0 0.0 0.1010
H -7.461 -7.227 9.018 0.0 0.0 0.0 0.1010
H -7.323 -5.846 7.127 0.0 0.0 0.0 0.1119
H -6.281 -4.218 5.612 -0.1 0.0 0.0 0.1147
H -2.966 -6.878 5.026 0.0 0.0 0.0 0.1069
H -4.017 -8.501 6.529 0.0 0.0 0.0 0.1302
H -2.183 -5.344 3.745 0.0 0.0 0.0 0.1551
H -0.210 -4.672 2.318 0.0 0.0 0.0 0.1301
H 1.547 -3.676 0.879 0.0 0.0 0.0 0.1233
H 1.144 -1.455 -0.141 -0.1 -0.1 0.0 0.0549
H -4.052 2.000 0.831 0.0 0.0 0.0 0.0201
H -5.939 1.289 2.244 0.0 0.0 0.0 0.1204
H -5.812 -0.957 3.380 0.0 0.0 0.0 0.1361
O -0.527 -1.495 -2.324 -0.2 0.1 -0.1 -0.1946
H -1.219 -2.169 -2.361 0.0 0.0 0.0 0.0398
H 0.252 -1.899 -2.725 0.1 0.1 0.0 0.0588
O 0.110 1.485 1.120 -0.1 0.0 -0.2 -0.1801
H 0.223 0.902 1.881 0.0 -0.1 -0.1 0.0849
H 0.997 1.810 0.880 0.0 -0.1 0.0 0.0241
O -0.472 2.902 -1.752 0.0 -0.1 0.1 -0.2569
H 0.217 3.026 -2.433 0.0 -0.2 0.0 0.0348
H -1.227 3.445 -2.017 -0.1 0.0 0.0 0.0022
Cl -3.293 -0.753 -1.765 -0.5 -0.6 -0.3 0.1652
Si -2.861 0.758 -3.440 -0.1 0.2 0.1 -0.0426
Cl -3.252 2.386 -1.531 -0.5 0.0 -0.7 0.0724
Cl -4.653 0.848 -4.327 -0.3 0.0 -0.2 0.2808
C -1.782 6.858 1.567 0.3 0.1 -0.1 -0.0981
N -3.063 6.052 1.804 -0.1 0.1 0.0 -0.0644
C -3.074 5.632 3.279 0.1 -0.2 0.3 -0.0970
N -1.898 4.907 3.596 0.1 0.1 0.3 -0.1467
C -0.710 5.716 3.346 -0.1 0.0 -0.1 -0.1357
N -0.642 6.101 1.939 0.2 0.2 0.1 -0.1449
C -0.370 4.971 1.060 -0.2 -0.2 -0.1 -0.2975
P -1.697 3.639 1.105 -0.3 0.9 0.6 1.0008
C -3.127 4.862 0.906 0.2 -0.5 -0.2 -0.2693
C -1.821 3.588 2.980 0.0 -0.1 -0.3 -0.2892
H -1.855 7.759 2.176 -0.1 0.0 0.0 0.1533
H -1.748 7.130 0.512 -0.1 0.0 0.0 0.1495
H -3.869 6.654 1.626 0.0 0.0 0.0 0.1897
H -3.966 5.033 3.457 0.0 0.0 -0.1 0.1499
H -3.122 6.547 3.870 0.0 0.0 -0.1 0.1530
H 0.181 5.150 3.611 0.0 0.0 0.0 0.1428
H -0.749 6.615 3.963 0.0 0.0 0.0 0.1469
H 0.580 4.521 1.352 0.0 0.0 0.0 0.0807
H -0.263 5.337 0.036 0.0 -0.1 0.0 0.0960
H -4.064 4.337 1.100 0.0 0.1 0.0 0.0922
H -3.151 5.203 -0.130 0.0 0.1 0.0 0.0928
H -0.948 3.070 3.379 0.0 0.0 0.0 0.0958
H -2.704 3.008 3.261 0.0 0.0 0.0 0.0931
C 2.723 -0.669 -2.227 -0.2 0.0 0.1 -0.3884
C 4.167 -0.341 -2.633 0.0 0.1 -0.1 -0.3905
As 4.439 0.142 -4.566 -0.1 -0.1 0.2 1.3240
C 6.382 0.004 -4.531 0.0 0.0 -0.1 -0.4257
C 7.065 -0.677 -5.535 -0.1 0.0 0.0 -0.1148
C 8.451 -0.682 -5.565 0.0 0.0 0.0 -0.0657
C 9.170 0.003 -4.597 0.0 0.0 0.0 -0.0704
C 8.500 0.699 -3.602 0.0 0.0 0.0 -0.0795
C 7.113 0.705 -3.575 -0.1 0.0 0.1 -0.1300
C 3.974 -1.632 -5.241 0.0 0.0 -0.1 -0.4332
C 2.949 -1.727 -6.180 0.1 0.1 0.1 -0.1359
C 2.579 -2.958 -6.705 -0.1 -0.1 0.0 -0.0825
C 3.236 -4.108 -6.295 0.0 0.0 0.0 -0.0732
C 4.260 -4.025 -5.359 0.0 0.0 0.0 -0.0683
C 4.624 -2.795 -4.834 0.0 0.0 0.1 -0.1175
P 1.578 0.725 -1.732 1.0 0.3 -0.6 1.0339
C 1.602 1.685 -3.306 -0.2 0.0 0.2 -0.4353
C 0.851 1.114 -4.336 0.1 0.0 0.0 -0.1588
C 0.766 1.730 -5.575 0.0 -0.1 0.0 -0.0644
C 1.404 2.944 -5.791 0.0 0.0 0.0 -0.0455
C 2.138 3.525 -4.771 0.0 0.1 -0.1 -0.0512
C 2.244 2.902 -3.533 0.1 -0.1 0.0 -0.1186
C 2.623 1.663 -0.538 -0.2 -0.1 0.0 -0.3854
C 2.537 3.048 -0.358 0.0 -0.1 0.0 -0.1372
C 3.349 3.698 0.564 -0.1 0.0 0.0 -0.0612
C 4.236 2.976 1.347 0.0 0.0 0.0 -0.0448
C 4.278 1.594 1.232 0.0 0.0 0.1 -0.0428
C 3.477 0.944 0.307 0.0 0.0 0.0 -0.1003
H 2.729 -1.378 -1.393 0.0 -0.1 -0.1 0.0589
H 2.236 -1.179 -3.067 -0.1 0.0 0.1 0.0608
H 4.768 -1.235 -2.465 0.0 0.0 0.0 0.0727
H 4.591 0.447 -2.013 0.0 0.1 0.0 0.0424
H 6.510 -1.209 -6.299 0.0 0.0 0.0 0.1024
H 8.970 -1.220 -6.347 0.0 0.0 0.0 0.1126
H 10.252 0.000 -4.621 0.0 0.0 0.0 0.1116
H 9.057 1.244 -2.851 0.0 0.0 0.0 0.1074
H 6.599 1.268 -2.801 0.1 0.0 0.0 0.0873
H 2.459 -0.820 -6.517 0.0 0.0 0.0 0.0805
H 1.790 -3.017 -7.444 0.0 0.0 0.0 0.1067
H 2.963 -5.067 -6.716 0.0 0.0 0.0 0.1110
H 4.782 -4.921 -5.048 0.0 0.0 0.0 0.1113
H 5.442 -2.738 -4.124 0.0 0.0 0.0 0.1055
H 0.352 0.164 -4.175 -0.1 0.0 0.0 0.0748
H 0.198 1.263 -6.370 0.0 0.0 0.0 0.1186
H 1.334 3.428 -6.756 0.0 0.0 0.0 0.1211
H 2.653 4.462 -4.943 0.0 0.0 0.0 0.1207
H 2.878 3.350 -2.781 0.0 0.0 0.0 0.1008
H 1.844 3.634 -0.943 0.0 0.0 0.0 0.0847
H 3.292 4.775 0.662 0.0 0.0 0.0 0.1180
H 4.892 3.487 2.039 0.0 0.0 0.0 0.1210
H 4.949 1.019 1.857 0.0 0.0 0.0 0.1218
H 3.534 -0.135 0.237 0.1 0.0 0.0 0.1063
```
Positions in Å, forces in eV/Å.



ORCA calculation (the ωB97M-V functional and the def2-TZVPD basis) on a molecular structure, C52H59HgN3O2Si at a distorted geometry.

E_LUMO (alpha / beta): 1.7 / 1.7 eV
spin multiplicity: 2
HOMO-LUMO gap (alpha / beta): 4.872 / 6.793 eV
E: -2774.6283 a.u.
charge: -1
ΔE to the lowest compared entry with this formula, charge and spin: 0.2410 eV
HOMO energy (alpha / beta): -0.1167 / -0.1857 hartree

Structure (XYZ):
```
118
Properties=species:S:1:pos:R:3:forces:R:3:mulliken_spin:R:1
Hg -0.617 -1.271 1.293 0.7 0.4 -0.7 -0.0167
C 2.230 0.773 -1.820 -0.1 0.0 0.0 0.0103
C 1.519 2.087 -1.474 0.2 0.0 -0.1 0.0002
C 1.827 3.180 -2.500 -0.1 0.0 0.1 -0.0019
C 1.891 2.499 -0.061 0.0 -0.1 0.1 -0.0012
C 3.110 3.117 0.175 0.0 0.1 0.0 -0.0020
C 3.493 3.483 1.456 0.0 0.0 0.1 0.0039
C 2.680 3.150 2.524 0.0 0.0 -0.1 -0.0002
C 1.468 2.483 2.344 0.0 0.1 0.1 0.0310
C 0.760 2.030 3.617 0.0 -0.2 -0.3 -0.0066
C 1.338 0.658 3.988 -0.1 0.1 0.2 0.0060
C -0.769 1.976 3.575 0.1 0.0 0.2 0.0046
C 1.044 2.201 1.033 0.0 0.2 -0.2 -0.0631
N -0.188 1.588 0.781 0.2 -0.9 0.3 0.2819
C -1.170 2.262 0.242 -0.2 0.0 -0.1 0.0851
C -2.387 1.631 -0.217 0.1 0.1 0.0 0.2387
N -2.591 0.344 -0.111 0.4 -0.7 0.4 0.2678
C -3.755 -0.270 -0.591 0.0 0.2 -0.1 -0.0462
C -3.781 -0.780 -1.908 -0.1 -0.1 0.0 0.0218
C -4.937 -1.416 -2.353 0.0 0.0 0.0 0.0013
C -6.050 -1.559 -1.544 0.0 0.0 0.0 -0.0029
C -6.004 -1.074 -0.249 0.0 0.1 0.0 0.0010
C -4.876 -0.430 0.253 -0.1 0.0 0.0 0.0217
C -4.935 -0.001 1.714 0.3 0.0 0.0 0.0081
C -4.634 1.472 2.013 -0.1 -0.1 0.1 -0.0161
C -4.049 -0.895 2.587 -0.1 0.0 0.0 -0.0067
C -2.613 -0.715 -2.885 0.2 0.1 0.2 0.0107
C -1.409 -1.526 -2.401 -0.2 0.0 -0.1 -0.0159
C -2.165 0.700 -3.274 -0.1 -0.1 -0.1 -0.0179
C -3.249 2.689 -0.794 -0.1 -0.1 0.0 0.0077
C -4.483 2.717 -1.393 0.0 0.0 0.0 0.0366
C -4.998 3.964 -1.831 0.0 0.1 0.0 -0.0107
C -4.321 5.144 -1.662 0.0 0.1 0.0 0.0322
C -3.046 5.146 -1.037 0.1 -0.2 0.0 -0.0282
C -2.218 6.271 -0.772 0.0 0.0 0.0 0.0305
C -1.012 6.095 -0.145 0.0 0.1 0.0 -0.0109
C -0.526 4.819 0.247 0.0 -0.1 0.0 0.0290
C -1.297 3.714 -0.015 0.1 0.1 0.1 0.0355
C -2.552 3.909 -0.638 -0.1 0.2 -0.1 -0.0480
H 1.966 0.451 -2.831 0.0 0.0 0.0 -0.0002
H 1.934 -0.017 -1.127 0.0 0.0 0.0 -0.0057
H 3.316 0.889 -1.758 0.0 0.0 0.0 0.0012
H 0.449 1.895 -1.521 0.0 0.0 0.1 0.0282
H 2.901 3.284 -2.672 0.0 0.0 0.0 0.0001
H 1.438 4.144 -2.164 0.0 0.0 -0.1 -0.0001
H 1.360 2.938 -3.457 0.0 0.0 0.0 0.0001
H 3.770 3.333 -0.656 0.0 0.0 0.0 0.0004
H 4.430 4.001 1.624 0.0 0.0 0.0 0.0007
H 2.987 3.409 3.533 0.0 0.0 0.0 -0.0001
H 1.050 2.743 4.396 0.0 0.0 0.0 0.0007
H 1.070 -0.078 3.225 0.0 0.0 0.0 -0.0046
H 0.952 0.307 4.948 0.0 0.0 0.0 -0.0008
H 2.427 0.697 4.042 0.0 0.0 0.0 0.0001
H -1.104 1.118 2.994 -0.1 0.1 0.0 0.0081
H -1.190 2.881 3.135 -0.1 0.0 0.0 0.0001
H -1.159 1.869 4.592 0.0 0.0 0.0 0.0016
H -4.959 -1.807 -3.365 0.0 0.0 0.0 0.0006
H -6.945 -2.041 -1.918 0.0 0.0 0.0 -0.0005
H -6.868 -1.195 0.396 0.0 0.0 0.0 0.0007
H -5.971 -0.172 2.021 0.0 0.0 0.0 0.0000
H -3.565 1.676 1.989 0.0 0.0 -0.1 0.0270
H -4.994 1.709 3.018 0.0 0.0 0.0 -0.0001
H -5.135 2.135 1.308 0.0 0.0 0.0 -0.0031
H -3.001 -0.615 2.468 0.0 0.0 0.0 0.0027
H -4.157 -1.947 2.314 0.0 0.0 0.0 -0.0006
H -4.309 -0.783 3.643 0.0 0.0 0.0 -0.0010
H -2.980 -1.188 -3.801 0.0 0.0 0.0 0.0004
H -0.995 -1.109 -1.484 0.0 0.0 0.0 0.0084
H -0.617 -1.510 -3.153 0.0 0.0 0.0 -0.0026
H -1.689 -2.566 -2.216 0.0 0.0 0.0 -0.0006
H -1.526 1.137 -2.506 0.0 0.0 0.0 0.0233
H -3.017 1.360 -3.437 0.0 0.0 0.0 -0.0011
H -1.584 0.653 -4.199 0.0 0.0 0.0 -0.0001
H -5.075 1.822 -1.536 0.0 0.0 0.0 0.0032
H -5.967 3.980 -2.316 0.0 0.0 0.0 -0.0001
H -4.748 6.082 -2.000 0.0 0.0 0.0 0.0055
H -2.552 7.260 -1.064 0.0 0.0 0.0 0.0056
H -0.395 6.962 0.060 0.0 0.0 0.0 -0.0001
H 0.435 4.743 0.738 0.0 0.0 0.0 0.0038
O -1.451 -2.773 3.857 -0.4 -0.6 0.1 0.0083
N -0.836 -1.844 3.591 0.4 0.7 -0.5 0.0235
C 3.516 -5.265 1.244 0.0 0.2 -0.1 -0.0001
C 2.311 -4.322 1.210 -0.1 -0.1 0.1 -0.0003
C 2.179 -3.658 2.587 0.0 0.1 -0.1 -0.0002
C 1.042 -5.140 0.946 0.0 0.2 -0.1 -0.0001
Si 2.426 -2.946 -0.123 0.4 -0.4 0.3 0.0029
O 1.111 -2.070 -0.185 -1.3 0.7 0.6 -0.0025
C 2.690 -3.779 -1.813 0.0 0.1 0.1 -0.0003
C 1.644 -3.635 -2.730 0.0 0.1 0.0 -0.0003
C 1.723 -4.149 -4.016 0.0 -0.1 -0.1 0.0002
C 2.866 -4.824 -4.425 -0.1 0.0 0.1 0.0000
C 3.907 -5.001 -3.524 0.1 -0.1 0.0 0.0000
C 3.814 -4.495 -2.233 0.0 0.0 0.0 0.0001
C 3.916 -1.865 0.351 0.0 0.0 -0.1 -0.0016
C 3.656 -0.748 1.151 -0.1 -0.1 0.0 0.0046
C 4.658 0.131 1.536 0.1 0.0 0.0 -0.0005
C 5.966 -0.093 1.124 0.0 0.0 0.0 -0.0002
C 6.256 -1.207 0.349 0.0 0.0 0.0 0.0000
C 5.241 -2.075 -0.036 0.0 0.0 0.1 -0.0001
H 3.396 -6.005 2.045 0.0 0.0 0.0 0.0000
H 4.439 -4.709 1.435 0.0 -0.1 0.0 0.0000
H 3.624 -5.805 0.300 0.0 0.0 0.0 0.0000
H 1.959 -4.408 3.358 0.0 0.0 0.0 0.0000
H 1.370 -2.922 2.587 0.0 0.0 0.1 -0.0012
H 3.100 -3.139 2.864 0.0 0.0 0.0 0.0000
H 0.864 -5.859 1.755 0.0 0.0 0.0 0.0000
H 1.114 -5.691 0.004 0.0 0.0 0.0 0.0000
H 0.172 -4.480 0.876 0.0 -0.1 0.0 -0.0005
H 0.762 -3.092 -2.412 0.0 0.0 0.0 0.0004
H 0.896 -4.023 -4.705 0.0 0.0 0.0 0.0000
H 2.945 -5.211 -5.434 0.0 0.0 0.0 0.0000
H 4.800 -5.534 -3.833 0.0 0.0 0.0 0.0000
H 4.639 -4.670 -1.553 0.0 0.0 0.0 0.0000
H 2.636 -0.560 1.470 0.0 0.1 -0.1 -0.0035
H 4.414 0.992 2.146 0.0 0.0 0.0 0.0003
H 6.753 0.599 1.399 0.0 0.0 0.0 0.0000
H 7.280 -1.405 0.053 0.0 0.0 -0.1 0.0000
H 5.496 -2.931 -0.650 0.0 0.0 0.0 0.0000
```
Positions in Å, forces in eV/Å.